# C3H4N2O

An isolated molecule of C3H4N2O (wB97M-V/def2-TZVPD, OMol25).

Results
net charge	0
molar mass	84.1	g/mol
gap between HOMO and LUMO	8.55	eV
energy relative to the best compared isomer or geometry (same formula, charge and spin)	451.53	kJ/mol

Last column: Mulliken charge in e.
Atoms and positions in Å:
O: 0.309 1.148 -0.813  -0.50
C: 0.997 -0.959 -0.107  -0.25
C: -0.507 -1.224 -0.361  -0.02
N: -1.285 -0.320 0.101  -0.48
C: -0.293 0.665 0.473  0.07
N: 0.855 -0.091 0.931  -0.22
H: -0.187 0.870 -1.601  0.36
H: -0.893 -2.079 -0.907  0.38
H: -0.640 1.496 1.094  0.38
H: 1.644 0.494 1.190  0.28


# C3H4N2O

An isolated molecule of C3H4N2O (wB97M-V/def2-TZVPD, OMol25).

Results
net charge	0
molar mass	84.1	g/mol
gap between HOMO and LUMO	8.38	eV
energy relative to the best compared isomer or geometry (same formula, charge and spin)	430.53	kJ/mol

Last column: Mulliken charge in e.
Atoms and positions in Å:
O: 2.103 1.157 -0.560  -0.24
C: 1.457 1.006 -1.664  -0.33
C: 0.215 0.105 -1.322  0.11
N: 0.061 -0.113 -0.093  -0.41
C: -0.795 -0.633 0.856  0.09
N: -1.665 0.099 1.415  -0.60
H: 1.621 0.668 0.186  0.39
H: -0.434 -0.220 -2.141  0.39
H: -0.484 -1.635 1.175  0.32
H: -2.064 -0.392 2.212  0.26


# C3H4N2O

An isolated molecule of C3H4N2O (wB97M-V/def2-TZVPD, OMol25).

Results
net charge	0
molar mass	84.1	g/mol
gap between HOMO and LUMO	9.78	eV
SMILES	Oc1cc[nH]n1
energy relative to the best compared isomer or geometry (same formula, charge and spin)	237.09	kJ/mol

Last column: Mulliken charge in e.
Atoms and positions in Å:
O: 2.286 0.174 -0.184  -0.50
C: 0.941 0.089 -0.136  0.57
N: 0.403 -1.111 -0.130  -0.77
N: -0.895 -0.901 0.211  0.20
C: -1.149 0.396 0.410  -0.36
C: -0.022 1.134 0.104  -0.38
H: 2.574 -0.751 -0.271  0.37
H: -1.570 -1.624 0.044  0.25
H: -2.120 0.823 0.631  0.42
H: -0.449 1.770 -0.678  0.19


# C3H4N2O

A structure of composition C3H4N2O (wB97M-V/def2-TZVPD, OMol25).

Results
net charge	0
molar mass	84.1	g/mol
gap between HOMO and LUMO	9.18	eV
energy relative to the best compared isomer or geometry (same formula, charge and spin)	368.92	kJ/mol

Last column: Mulliken charge in e.
Atoms and positions in Å:
C: -1.667 0.056 -0.091  -0.71
C: -0.045 -0.079 -0.098  0.89
N: -0.235 -0.850 -1.045  -0.33
O: 2.275 -0.664 -0.586  -0.53
C: 2.039 0.110 0.326  0.08
N: 0.769 0.527 0.710  -0.63
H: -2.257 -0.514 -0.810  0.30
H: -1.910 -0.266 0.922  0.27
H: -1.806 1.125 -0.264  0.26
H: 2.838 0.555 0.936  0.40


# C3H4N2O

An isolated molecule of C3H4N2O (wB97M-V/def2-TZVPD, OMol25).

Results
net charge	0
molar mass	84.1	g/mol
gap between HOMO and LUMO	10.82	eV
SMILES	Cc1conn1
energy relative to the best compared isomer or geometry (same formula, charge and spin)	456.18	kJ/mol

Last column: Mulliken charge in e.
Atoms and positions in Å:
C: -2.076 -0.023 0.028  -0.88
C: -0.674 0.077 0.094  0.20
C: 0.262 1.035 -0.020  -0.12
H: -2.513 1.047 -0.469  0.24
H: -2.351 -0.822 -0.869  0.25
H: -2.523 -0.350 1.025  0.23
H: 0.308 1.974 -0.093  0.57
N: 1.287 -0.815 0.003  -0.27
N: 0.186 -0.991 -0.051  -0.09
O: 1.462 0.533 0.016  -0.13


# C3H4N2O

An isolated molecule of C3H4N2O (wB97M-V/def2-TZVPD, OMol25).

Results
net charge	0
molar mass	84.1	g/mol
gap between HOMO and LUMO	9.44	eV
SMILES	Oc1ccn[nH]1
energy relative to the best compared isomer or geometry (same formula, charge and spin)	138.56	kJ/mol

Last column: Mulliken charge in e.
Atoms and positions in Å:
O: 0.954 -0.779 -1.674  -0.53
C: 0.367 -0.312 -0.534  0.47
C: 0.595 -0.176 0.836  -0.57
C: -0.594 0.528 1.294  -0.17
N: -1.441 0.764 0.325  -0.75
N: -0.889 0.223 -0.773  0.21
H: 1.819 -1.204 -1.616  0.34
H: 1.411 -0.502 1.491  0.31
H: -0.948 0.844 2.278  0.40
H: -1.273 0.614 -1.626  0.29


# C3H4N2O2

An isolated molecule of C3H4N2O2 (wB97M-V/def2-TZVPD, OMol25).

Results
net charge	0
molar mass	100.1	g/mol
gap between HOMO and LUMO (spin up / spin down)	7.04 / 7.49	eV
energy relative to the best compared isomer or geometry (same formula, charge and spin)	693.99	kJ/mol

Last column: Mulliken charge in e.
Atoms and positions in Å:
C: 0.374 -0.769 0.432  -0.07
C: 0.818 1.329 -0.471  0.53
C: -0.424 -1.910 -0.056  -0.66
N: -0.828 0.987 1.174  -0.61
N: -0.263 1.751 0.385  0.36
O: 1.496 2.150 -1.076  -0.56
O: 0.896 0.018 -0.462  -0.08
H: 0.262 -2.443 -0.591  0.30
H: -1.250 -1.366 -0.720  0.23
H: -0.883 -2.465 0.755  0.29
H: -0.198 2.718 0.631  0.28


# C3H4N2O2

An isolated molecule of C3H4N2O2 (wB97M-V/def2-TZVPD, OMol25).

Results
net charge	0
molar mass	100.1	g/mol
gap between HOMO and LUMO	9.86	eV
SMILES	COc1conn1
energy relative to the best compared isomer or geometry (same formula, charge and spin)	548.16	kJ/mol

Last column: Mulliken charge in e.
Atoms and positions in Å:
C: -1.441 -0.362 0.990  -0.72
C: 0.259 0.173 -0.481  0.47
C: 1.128 0.036 -1.489  -0.13
H: -2.375 -0.790 0.838  0.32
H: -1.575 0.733 1.217  0.30
H: -0.972 -0.941 1.727  0.33
H: 0.764 0.125 -2.497  0.35
N: 2.128 0.492 0.386  -0.24
N: 0.779 0.467 0.651  -0.23
O: -1.054 -0.147 -0.436  -0.41
O: 2.357 0.215 -0.905  -0.05


# C3H4N2O2

A cluster of 2 separate species, C3H4N2O2 in total (wB97M-V/def2-TZVPD, OMol25).

Results
net charge	0
molar mass	100.1	g/mol
gap between HOMO and LUMO	8.96	eV
SMILES	NC1=CN1.O=C=O
energy relative to the best compared isomer or geometry (same formula, charge and spin)	380.38	kJ/mol

Last column: Mulliken charge in e.
Atoms and positions in Å:
N: -0.457 2.245 0.443  -0.54
C: 0.324 1.110 0.337  0.35
C: 1.389 0.431 0.140  -0.40
O: -0.074 -2.233 -1.983  -0.42
C: -0.634 -2.509 -0.997  0.83
O: -1.226 -2.891 -0.065  -0.42
N: 0.179 -0.405 0.384  -0.45
H: -1.239 2.083 1.062  0.27
H: -0.815 2.583 -0.445  0.27
H: 2.384 0.196 -0.196  0.31
H: 0.179 -0.716 1.363  0.19


# C3H4N2O2

An isolated molecule of C3H4N2O2 (wB97M-V/def2-TZVPD, OMol25).

Results
net charge	0
molar mass	100.1	g/mol
gap between HOMO and LUMO	9.53	eV
SMILES	OC1(O)C=CN=N1
energy relative to the best compared isomer or geometry (same formula, charge and spin)	382.49	kJ/mol

Last column: Mulliken charge in e.
Atoms and positions in Å:
C: -0.442 0.594 0.117  -0.39
C: -1.456 0.360 1.006  -0.46
C: 0.310 -0.738 0.078  1.00
N: -1.373 -0.960 1.549  -0.22
N: -0.400 -1.601 1.029  -0.37
O: 1.677 -0.709 0.393  -0.48
O: 0.052 -1.185 -1.198  -0.48
H: -0.329 1.554 -0.396  0.35
H: -2.282 0.986 1.365  0.42
H: 1.824 0.080 -0.068  0.34
H: -0.022 -2.101 -1.317  0.30


# C3H4N2O2

An isolated molecule of C3H4N2O2 (wB97M-V/def2-TZVPD, OMol25).

Results
net charge	0
molar mass	100.1	g/mol
gap between HOMO and LUMO	10.17	eV
SMILES	O=c1cc[nH]n1O
energy relative to the best compared isomer or geometry (same formula, charge and spin)	654.48	kJ/mol

Last column: Mulliken charge in e.
Atoms and positions in Å:
C: 0.648 1.196 -0.509  -0.18
C: 1.278 0.394 0.489  -0.58
C: 0.232 -0.589 0.915  0.63
H: -1.759 -1.599 0.916  0.38
H: -0.795 0.760 -1.840  0.33
H: 0.977 1.933 -1.081  0.48
H: 2.495 0.493 0.506  0.24
N: -0.549 -0.512 -0.160  0.13
N: -0.793 0.899 -0.735  -0.34
O: -1.719 -1.480 -0.159  -0.44
O: -0.015 -1.494 1.657  -0.65


# C3H4N2O2

An isolated molecule of C3H4N2O2 (wB97M-V/def2-TZVPD, OMol25).

Results
net charge	0
molar mass	100.1	g/mol
gap between HOMO and LUMO	8.94	eV
SMILES	Nc1coc(O)n1
energy relative to the best compared isomer or geometry (same formula, charge and spin)	146.38	kJ/mol

Last column: Mulliken charge in e.
Atoms and positions in Å:
N: -2.039 -0.221 0.107  -0.50
C: -0.688 0.094 0.069  0.44
C: -0.046 1.279 0.194  -0.45
O: 1.324 1.005 0.153  -0.32
C: 1.372 -0.308 0.004  0.64
O: 2.589 -0.838 -0.067  -0.47
N: 0.241 -0.932 -0.059  -0.60
H: -2.229 -1.105 -0.347  0.27
H: -2.652 0.510 -0.223  0.25
H: -0.330 2.309 0.332  0.36
H: 2.458 -1.793 -0.164  0.37


# C3H4N2O2

A cluster of 2 separate species, C3H4N2O2 in total (wB97M-V/def2-TZVPD, OMol25).

Results
net charge	0
molar mass	100.1	g/mol
gap between HOMO and LUMO	10.43	eV
SMILES	CN1C=N1.O=C=O
energy relative to the best compared isomer or geometry (same formula, charge and spin)	425.80	kJ/mol

Last column: Mulliken charge in e.
Atoms and positions in Å:
C: 1.096 0.592 0.768  -0.77
N: 0.136 -0.116 -0.098  -0.13
N: 0.061 0.569 -1.480  -0.43
C: 0.357 -0.629 -1.423  0.17
O: -2.137 -1.083 -0.534  -0.48
C: -1.887 -0.438 0.422  0.85
O: -1.985 0.147 1.438  -0.46
H: 2.142 0.539 0.461  0.32
H: 0.781 1.640 0.755  0.30
H: 0.990 0.252 1.804  0.28
H: 0.448 -1.471 -2.112  0.35


# C3H4N2O2

A structure of composition C3H4N2O2 (wB97M-V/def2-TZVPD, OMol25).

Results
net charge	0
molar mass	100.1	g/mol
gap between HOMO and LUMO	9.96	eV
energy relative to the best compared isomer or geometry (same formula, charge and spin)	620.19	kJ/mol

Last column: Mulliken charge in e.
Atoms and positions in Å:
C: 0.924 -0.983 -0.073  -0.28
C: 1.320 0.318 -0.052  -0.34
C: -0.827 0.167 -0.025  0.31
N: -0.454 -1.049 -0.104  -0.43
N: 0.193 1.081 -0.067  -0.14
O: -3.231 -0.656 0.307  -0.35
O: -2.578 0.519 -0.201  -0.23
H: 1.645 -1.793 -0.201  0.34
H: 2.282 0.616 -0.061  0.46
H: 0.145 2.110 0.243  0.30
H: -2.889 -1.498 -0.050  0.36


# C3H4N2O2

An isolated molecule of C3H4N2O2 (wB97M-V/def2-TZVPD, OMol25).

Results
net charge	0
molar mass	100.1	g/mol
gap between HOMO and LUMO	8.21	eV
SMILES	[H]/N=c1\[nH]c(O)co1
energy relative to the best compared isomer or geometry (same formula, charge and spin)	376.42	kJ/mol

Last column: Mulliken charge in e.
Atoms and positions in Å:
C: -0.996 -0.091 -0.001  0.34
C: -0.629 1.204 -0.067  -0.32
C: 1.306 -0.015 -0.148  0.47
H: -2.818 0.267 0.286  0.40
H: -0.930 2.324 0.173  0.30
H: 2.517 -1.444 -0.111  0.20
H: 0.169 -1.762 0.274  0.26
N: 2.618 -0.336 -0.032  -0.66
N: 0.172 -0.816 -0.072  -0.12
O: -2.248 -0.566 -0.179  -0.52
O: 0.838 1.235 -0.124  -0.36


# C3H4N2O2

A structure of composition C3H4N2O2 (wB97M-V/def2-TZVPD, OMol25).

Results
net charge	0
molar mass	100.1	g/mol
gap between HOMO and LUMO	10.74	eV
energy relative to the best compared isomer or geometry (same formula, charge and spin)	285.71	kJ/mol

Last column: Mulliken charge in e.
Atoms and positions in Å:
C: 0.622 0.431 1.854  -0.60
C: 0.140 0.232 -0.448  0.79
C: -0.695 -0.434 -2.166  -0.03
H: 0.677 -0.675 1.924  0.29
H: 1.419 0.948 2.405  0.22
H: -0.381 0.741 2.239  0.28
H: -0.889 -0.527 -3.211  0.41
N: 0.110 0.537 -1.697  -0.51
N: -1.207 -1.277 -1.291  -0.33
O: 0.834 0.842 0.478  -0.35
O: -0.629 -0.819 -0.088  -0.18


# C3H4N2O2

An isolated molecule of C3H4N2O2 (wB97M-V/def2-TZVPD, OMol25).

Results
net charge	0
molar mass	100.1	g/mol
gap between HOMO and LUMO	10.50	eV
SMILES	N#CCN(O)C=O
energy relative to the best compared isomer or geometry (same formula, charge and spin)	452.12	kJ/mol

Last column: Mulliken charge in e.
Atoms and positions in Å:
C: -0.434 -0.331 0.743  -0.60
C: -1.731 -0.418 -0.003  0.36
C: 1.655 -0.136 -0.485  0.16
H: 0.193 2.301 0.708  0.37
H: -0.107 -1.262 1.216  0.40
H: -0.827 0.155 1.714  0.26
H: 2.047 0.669 -1.137  0.32
N: 0.624 0.435 0.264  0.12
N: -2.813 -0.431 -0.561  -0.43
O: 0.219 1.666 -0.148  -0.43
O: 1.915 -1.238 -0.096  -0.54


# C3H4N2O2

A cluster of 2 separate species, C3H4N2O2 in total (wB97M-V/def2-TZVPD, OMol25).

Results
net charge	0
molar mass	100.1	g/mol
gap between HOMO and LUMO	9.36	eV
energy relative to the best compared isomer or geometry (same formula, charge and spin)	419.32	kJ/mol

Last column: Mulliken charge in e.
Atoms and positions in Å:
C: 0.677 0.008 1.270  0.28
C: -2.613 0.648 -1.197  0.52
C: 1.583 0.041 0.291  -0.13
N: -2.860 0.081 -0.193  -0.43
N: 2.260 -0.659 -0.543  -0.27
O: -0.477 0.207 1.637  -0.59
O: -2.480 1.291 -2.173  -0.47
H: 1.471 -0.028 2.064  0.18
H: -2.551 0.098 0.794  0.39
H: 2.750 -0.060 -1.226  0.29
H: 2.240 -1.628 -0.724  0.22


# C3H4N2O2

An isolated molecule of C3H4N2O2 (wB97M-V/def2-TZVPD, OMol25).

Results
net charge	0
molar mass	100.1	g/mol
gap between HOMO and LUMO	8.63	eV
SMILES	Nc1cnc(O)o1
energy relative to the best compared isomer or geometry (same formula, charge and spin)	240.71	kJ/mol

Last column: Mulliken charge in e.
Atoms and positions in Å:
C: 0.683 -0.097 -0.146  0.44
C: 0.224 1.191 -0.066  -0.31
C: -1.467 -0.071 -0.133  0.51
H: 2.700 0.287 -0.101  0.30
H: 2.102 -1.222 0.719  0.27
H: 0.670 2.181 0.231  0.31
H: -2.712 -1.432 -0.057  0.32
N: 2.042 -0.601 -0.142  -0.56
N: -1.190 1.175 -0.132  -0.52
O: -2.690 -0.505 -0.004  -0.42
O: -0.361 -0.907 -0.171  -0.35


# C3H4N2O2

An isolated molecule of C3H4N2O2 (wB97M-V/def2-TZVPD, OMol25).

Results
net charge	0
molar mass	100.1	g/mol
gap between HOMO and LUMO	9.63	eV
SMILES	[H]/N=c1/ccon1O
energy relative to the best compared isomer or geometry (same formula, charge and spin)	719.01	kJ/mol

Last column: Mulliken charge in e.
Atoms and positions in Å:
C: 1.211 -0.880 -0.141  -0.41
C: 1.372 0.380 0.001  -0.47
C: 0.045 0.824 0.122  0.50
H: -2.354 -1.229 0.018  0.37
H: 2.074 -1.424 -0.229  0.43
H: 2.119 0.990 -0.130  0.57
H: -1.387 1.664 0.144  0.32
N: -0.792 -0.459 0.546  -0.01
N: -0.458 1.932 -0.060  -0.64
O: -1.824 -0.493 -0.321  -0.46
O: -0.006 -1.303 0.048  -0.20